Record 1
# C5H12O

A 3-piece molecular cluster, C5H12O overall (ωB97M-V/def2-TZVPD, the OMol25 dataset).

Output
Energy above the lowest of the compared OMol25 structures with the same formula, charge and spin   1.819 eV
Frontier orbital gap   10.809 eV
Charge   0
E   -272.881796 hartree
HOMO energy   -9.855 eV

Bonds (Å) are listed after each position.
CARTESIAN COORDINATES (ANGSTROEM)
1 C 0.3076 -1.5103 0.8875  C2 1.332, H4 1.087, H5 1.089
2 C -0.0336 -1.8352 -0.3585  C1 1.332, C3 1.499, H6 1.091
3 C -1.1697 -1.2243 -1.1231  C2 1.499, H7 1.095, H8 1.097, H9 1.096
4 H 1.1404 -1.9883 1.3974  C1 1.087
5 H -0.2497 -0.7615 1.4483  C1 1.089
6 H 0.5454 -2.5989 -0.8807  C2 1.091
7 H -1.6766 -0.4550 -0.5317  C3 1.095
8 H -0.8117 -0.7532 -2.0464  C3 1.097
9 H -1.9046 -1.9877 -1.4047  C3 1.096
10 C 1.6685 0.6285 -1.0559  O11 1.207, H12 1.107, H13 1.106
11 O 0.8434 1.2497 -1.6798  C10 1.207
12 H 2.2611 -0.1856 -1.5163  C10 1.107
13 H 1.8869 0.8387 0.0081  C10 1.106
14 C -0.6004 2.0896 1.3694  H15 1.093, H16 1.094, H17 1.094, H18 1.094
15 H -0.7155 3.1428 1.6376  C14 1.093
16 H 0.1906 1.6482 1.9833  C14 1.094
17 H -1.5409 1.5646 1.5609  C14 1.094
18 H -0.3397 2.0062 0.3101  C14 1.094

Results of the Löwdin charge analysis, in e, for atoms 1 through 2: atom 1 (C): -0.0240, atom 2 (C): -0.2554


Record 2
# C5H12O

One molecule with the formula C5H12O (ωB97M-V/def2-TZVPD, the OMol25 dataset).

Output
Energy above the lowest of the compared OMol25 structures with the same formula, charge and spin   1.699 eV
Frontier orbital gap   10.710 eV
Charge   0
E   -272.886216 hartree
HOMO energy   -9.578 eV

Bonds (Å) are listed after each position.
CARTESIAN COORDINATES (ANGSTROEM)
1 C 1.8271 -1.0032 1.2544  C2 1.531, H7 1.096, H8 1.095, H9 1.097
2 C 1.2869 0.3486 0.7797  C1 1.531, C3 1.535, H10 1.097, H11 1.102
3 C -0.2447 0.3616 0.8842  C2 1.535, C4 1.522, H12 1.120, H13 1.099
4 C -1.1150 1.1412 -0.0918  C3 1.522, O5 1.491, H14 1.096, H15 1.098
5 O -1.8762 0.0471 -0.7608  C4 1.491, C6 1.413
6 C -1.4297 -0.3740 -2.0331  O5 1.413, H16 1.101, H17 1.099, H18 1.093
7 H 1.5840 -1.1903 2.3066  C1 1.096
8 H 2.9159 -1.0655 1.1565  C1 1.095
9 H 1.3734 -1.8107 0.6673  C1 1.097
10 H 1.5825 0.5059 -0.2652  C2 1.097
11 H 1.7738 1.1590 1.3468  C2 1.102
12 H -0.7163 -0.5492 0.4337  C3 1.120
13 H -0.5722 0.4505 1.9300  C3 1.099
14 H -1.8821 1.7563 0.3915  C4 1.096
15 H -0.5455 1.7183 -0.8318  C4 1.098
16 H -1.6492 -1.4411 -2.1909  C6 1.101
17 H -0.3474 -0.2450 -2.1770  C6 1.099
18 H -1.9653 0.1905 -2.8003  C6 1.093

Results of the Löwdin charge analysis, in e, for atoms 1 through 2: atom 1 (C): -0.1250, atom 2 (C): -0.2644


Record 3
# C5H12O2

A 2-piece molecular cluster, C5H12O2 overall (ωB97M-V/def2-TZVPD, the OMol25 dataset).

Output
Energy above the lowest of the compared OMol25 structures with the same formula, charge and spin   0.000 eV
Frontier orbital gap (spin up / spin down)   4.140 / 7.380 eV
Charge   -1
⟨S²⟩   0.75
Spin multiplicity   2
E   -348.147002 hartree
HOMO energy (spin up / spin down)   -0.127 / -3.408 eV

Bonds (Å) are listed after each position.
CARTESIAN COORDINATES (ANGSTROEM)
1 O -1.9550 0.7225 1.8282  C2 1.310
2 C -0.7829 0.9126 1.2746  O1 1.310, C3 1.487, H7 1.104
3 C -0.6218 0.6742 -0.1847  C2 1.487, C4 1.529, H8 1.094, H9 1.091
4 C 0.0978 -0.6309 -0.5269  C3 1.529, C5 1.540, H10 1.092, H11 1.101
5 C 1.5156 -0.7309 0.0652  C4 1.540, C6 1.525, H12 1.096, H13 1.093
6 C 2.4874 0.2771 -0.5401  C5 1.525, H14 1.093, H15 1.082, H16 1.102
7 H -0.0786 1.6091 1.7619  C2 1.104
8 H -1.6094 0.6500 -0.6540  C3 1.094
9 H -0.1023 1.4669 -0.7244  C3 1.091
10 H -0.4690 -1.5036 -0.1962  C4 1.092
11 H 0.2931 -0.8816 -1.5811  C4 1.101
12 H 1.4273 -0.5844 1.1480  C5 1.096
13 H 1.8550 -1.7631 -0.0574  C5 1.093
14 H 2.3339 0.3428 -1.6202  C6 1.093
15 H 2.4943 1.2305 -0.0276  C6 1.082
16 H 3.5164 -0.0843 -0.3840  C6 1.102
17 H -2.7997 -0.5302 0.5783  O19 0.982
18 H -4.2333 -0.4079 0.0262  O19 0.960
19 O -3.3688 -0.7687 -0.1860  H17 0.982, H18 0.960

Results of the Löwdin charge analysis, in e, for atoms 1 through 2: atom 1 (O): -0.2714, atom 2 (C): -0.4231


Record 4
# C5H12O2

One molecule with the formula C5H12O2 (ωB97M-V/def2-TZVPD, the OMol25 dataset).

Output
Energy above the lowest of the compared OMol25 structures with the same formula, charge and spin   1.780 eV
Frontier orbital gap   10.639 eV
Charge   0
E   -348.139386 hartree
HOMO energy   -9.600 eV

Bonds (Å) are listed after each position.
CARTESIAN COORDINATES (ANGSTROEM)
1 C -1.3888 0.3675 1.7675  O2 1.437, H8 1.098, H9 1.105, H10 1.095
2 O -1.0191 0.2030 0.3882  C1 1.437, C3 1.528
3 C 0.2315 -0.5701 -0.0260  O2 1.528, C4 1.496, C5 1.543, H11 1.106
4 C -0.1968 -2.0019 0.0457  C3 1.496, H12 1.091, H13 1.094, H14 1.094
5 C 0.6140 -0.0136 -1.4138  C3 1.543, C6 1.539, H15 1.094, H16 1.106
6 C 1.2941 1.3417 -1.1541  C5 1.539, O7 1.409, H17 1.104, H18 1.100
7 O 0.7386 1.8983 0.0152  C6 1.409, H19 0.994
8 H -1.8527 -0.5365 2.1825  C1 1.098
9 H -2.1413 1.1711 1.8668  C1 1.105
10 H -0.5325 0.6676 2.3807  C1 1.095
11 H 1.1022 -0.3840 0.6303  C3 1.106
12 H -1.0869 -2.1048 -0.5775  C4 1.091
13 H -0.4543 -2.1976 1.0911  C4 1.094
14 H 0.5750 -2.7101 -0.2694  C4 1.094
15 H -0.3143 0.1207 -1.9775  C5 1.094
16 H 1.2415 -0.7006 -2.0125  C5 1.106
17 H 2.3805 1.2068 -1.0110  C6 1.104
18 H 1.1741 2.0311 -2.0024  C6 1.100
19 H -0.1658 1.4967 0.1097  O7 0.994

Results of the Löwdin charge analysis, in e, for atoms 1 through 2: atom 1 (C): -0.0802, atom 2 (O): -0.2266


Question: Which of these has the lowest charge?
Answer: number 3